1.
Computed, not measured: C19H35AsI2NO5PSc as an isolated structure in a non-equilibrium geometry, with ωB97M-V with the def2-TZVPD basis set.

Orbital gap, eV: 7.645
E_HOMO, eV: -11.227
Total charge: +1
LUMO energy, eV: -3.582

```
65
Properties=species:S:1:pos:R:3:forces:R:3:lowdin_charge:R:1
Sc 0.986631 -0.533511 -0.606796 1.1 -0.3 -0.1 0.472
I 2.881308 -0.693611 -2.559828 -0.1 0.0 0.2 0.248
C -0.518239 3.004391 0.227204 0.0 0.1 0.0 -0.271
As 1.125270 2.242473 -0.464940 0.0 0.2 0.0 1.098
C 1.055754 2.843310 -2.309114 0.0 0.0 0.0 -0.285
C 2.532454 3.363202 0.329794 0.1 -0.1 0.0 -0.309
C 2.282661 4.833829 0.169333 0.0 0.0 0.0 -0.324
C 2.722295 5.508442 -0.966527 0.0 0.0 0.0 -0.062
C 2.470318 6.862471 -1.125640 0.0 0.0 0.0 -0.070
C 1.775890 7.561308 -0.149425 0.0 0.0 0.0 -0.078
C 1.341265 6.900861 0.989892 0.0 0.0 0.0 -0.073
C 1.593327 5.546398 1.147208 0.0 0.0 0.0 -0.066
H -0.537977 4.076431 0.024073 0.0 -0.1 0.0 0.036
H -0.593204 2.836243 1.301700 0.0 0.0 0.0 0.037
H -1.350070 2.508624 -0.271102 0.0 0.0 0.0 0.024
H 0.817081 3.907278 -2.335187 0.0 -0.1 0.0 0.037
H 0.282054 2.278900 -2.832240 0.0 0.0 0.0 0.038
H 2.014772 2.657690 -2.792704 -0.1 0.0 0.0 0.018
H 3.466555 3.060080 -0.149543 -0.1 0.0 0.0 0.081
H 2.595613 3.081572 1.384086 0.0 0.0 -0.1 0.076
H 3.278944 4.972947 -1.726696 0.0 0.0 0.0 0.114
H 2.824175 7.373922 -2.010218 0.0 0.0 0.0 0.108
H 1.582669 8.617878 -0.271666 0.0 0.0 0.0 0.107
H 0.810850 7.442222 1.761066 0.0 0.0 0.0 0.107
H 1.259739 5.038698 2.044911 0.0 0.0 0.0 0.113
C -3.826515 -1.999340 2.110507 0.0 0.0 -0.1 -0.022
C -3.746284 -1.714181 0.622294 0.0 0.0 0.1 -0.592
C -4.575449 -2.697301 -0.182888 0.0 0.0 0.0 -0.023
C -4.107963 -0.272291 0.314213 0.0 0.0 0.0 -0.027
O -2.312133 -1.940626 0.300706 0.1 0.0 -0.1 -0.160
P -1.623224 -1.456029 -1.027773 -0.2 0.1 0.0 0.317
O -2.399243 -1.547480 -2.257927 0.1 0.0 0.1 -0.196
O -0.885970 -0.110454 -0.727317 -0.7 0.0 -0.1 -0.381
O -0.223747 -2.335434 -0.994322 -0.1 -0.1 0.0 -0.290
C -0.122114 -3.829409 -1.074424 0.1 0.0 0.1 -0.562
C -0.143907 -4.340402 0.356712 0.0 0.0 0.0 -0.001
C -1.272715 -4.379541 -1.894275 0.1 0.0 0.0 -0.014
C 1.210735 -4.101469 -1.745198 0.0 0.1 0.0 -0.038
H -4.855248 -1.888567 2.450727 0.0 0.0 0.0 0.098
H -3.200953 -1.304696 2.669554 0.0 0.0 0.0 0.089
H -3.503545 -3.017832 2.322825 0.0 0.0 0.0 0.088
H -5.629789 -2.565978 0.060866 0.0 0.0 0.0 0.099
H -4.297052 -3.722476 0.063726 0.0 0.0 0.0 0.090
H -4.441830 -2.531989 -1.249416 0.0 0.0 0.0 0.082
H -5.136403 -0.087545 0.624179 0.0 0.0 0.0 0.101
H -4.037685 -0.067930 -0.753145 0.0 0.0 -0.1 0.087
H -3.457994 0.413115 0.859256 0.0 0.0 0.0 0.090
H -1.079320 -4.083760 0.849798 0.0 0.0 0.0 0.086
H 0.686955 -3.918131 0.926543 0.0 0.0 0.0 0.074
H -0.033853 -5.424481 0.354156 0.0 0.0 0.0 0.104
H -2.232504 -4.217438 -1.408864 0.0 0.0 0.0 0.078
H -1.123672 -5.454598 -1.999604 0.0 0.0 0.0 0.106
H -1.303051 -3.929274 -2.883396 0.0 0.0 0.0 0.101
H 2.029766 -3.621790 -1.202756 0.0 0.0 0.0 0.044
H 1.218572 -3.731110 -2.769789 0.0 0.0 0.0 0.088
H 1.393862 -5.175611 -1.757290 0.0 0.0 0.0 0.104
N 3.652288 -2.691088 1.159393 0.0 0.0 0.0 0.241
C 2.638447 -2.067675 1.732618 0.3 -0.1 -0.1 -0.625
O 1.900976 -1.314053 1.058381 -0.3 0.2 0.0 -0.129
C 2.386487 -2.262288 3.189058 -0.1 0.0 0.0 -0.550
I 3.586513 -0.865893 4.268771 0.0 0.0 0.0 0.890
H 3.875724 -2.484139 0.192595 0.0 0.0 0.0 0.110
H 4.292617 -3.253678 1.696449 0.0 0.0 0.0 0.139
H 2.652109 -3.259773 3.526898 0.0 0.0 0.0 0.064
H 1.346948 -2.039443 3.410549 0.1 0.0 0.0 0.066
```
Positions in Å, forces in eV/Å.

***

2.
Computed, not measured: C30H27N6O4S4Ti as an isolated structure in a non-equilibrium geometry, with ωB97M-V with the def2-TZVPD basis set.

Orbital gap (alpha / beta), eV: 5.319 / 5.794
E_HOMO (alpha / beta), eV: -3.261 / -3.804
2S+1: 3
Total charge: -1
LUMO energy (alpha / beta), eV: 2.058 / 1.990
Expectation value of S²: 2.038

```
72
Properties=species:S:1:pos:R:3:forces:R:3:mulliken_spin:R:1
Ti -0.978062 -0.018551 -0.095671 -1.2 -0.3 -1.2 0.879
O 2.470438 2.396549 0.885129 0.3 -0.1 0.2 0.004
C 1.808638 3.476449 1.360329 -0.4 0.1 0.1 0.027
C 2.488938 4.617949 1.765429 0.1 0.1 0.1 -0.017
C 1.805038 5.727549 2.232929 0.0 -0.1 -0.1 0.025
C 0.418538 5.712449 2.276929 0.0 0.1 0.1 -0.014
C -0.266163 4.580749 1.884729 0.2 -0.2 -0.1 0.021
C 0.404638 3.438149 1.442829 0.6 0.2 0.0 0.004
C -0.359063 2.234549 1.119229 -1.8 0.3 0.6 0.083
O 0.208037 1.127549 0.763529 1.4 0.6 0.7 0.022
N -1.677262 2.275749 1.277429 0.8 1.3 0.4 -0.052
N -2.149362 1.058649 0.984229 -0.6 0.2 0.8 0.167
C -3.226263 0.511149 1.503329 -0.3 0.3 0.3 0.208
C -3.189562 -0.898451 1.471029 -0.1 -0.3 0.3 0.124
C -4.231962 -1.743451 1.907529 0.1 0.2 -0.1 0.006
C -4.038462 -3.097551 1.948029 0.2 0.1 -0.1 0.035
C -2.793362 -3.615951 1.558029 0.0 0.1 0.0 0.104
C -1.822062 -2.740751 1.121229 0.0 -0.6 0.1 -0.016
N -1.987762 -1.422051 1.043229 -1.0 -0.5 0.6 0.030
H 3.423337 2.550149 0.915329 -0.2 0.1 0.0 0.000
H 3.572238 4.620349 1.721029 0.0 0.0 0.0 -0.001
H 2.356637 6.599349 2.556229 0.0 0.1 0.0 0.003
H -0.126463 6.575249 2.633529 0.0 0.1 0.0 -0.001
H -1.343162 4.533949 1.913629 -0.1 0.0 0.0 0.000
H -3.984862 1.084949 2.029029 0.0 -0.1 -0.1 -0.004
H -5.171962 -1.299151 2.201629 -0.1 0.0 0.1 -0.003
H -4.828262 -3.756251 2.280729 0.0 0.0 0.1 0.006
H -2.582562 -4.669351 1.639529 0.1 -0.1 0.0 0.004
H -0.848563 -3.125751 0.838029 0.0 0.0 0.0 0.019
C -3.943662 -2.655451 -1.763671 0.1 0.4 0.1 0.005
C -2.718462 -1.786851 -1.926271 -0.3 -0.4 -0.3 0.029
O -2.551262 -0.740051 -1.303471 -0.1 -0.8 -0.7 0.018
N -1.836562 -2.222451 -2.851071 0.2 0.0 0.1 0.007
C -0.599663 -1.487951 -3.084171 -0.2 0.2 0.0 -0.001
C 0.457737 -1.823751 -2.068071 -0.4 0.2 0.4 0.148
C 1.520637 -2.623651 -2.429371 0.4 -0.1 0.2 -0.056
C 2.517338 -2.923851 -1.509771 -0.6 0.5 0.6 0.119
C 2.366737 -2.406851 -0.211171 0.4 -0.4 -0.8 -0.066
C 1.270438 -1.649051 0.100629 -0.5 0.3 0.1 0.094
N 0.296037 -1.326451 -0.799271 2.6 -2.3 -1.7 -0.001
H -4.599862 -2.196051 -1.031271 0.0 0.0 0.0 0.000
H -3.650662 -3.642351 -1.408871 0.0 0.0 0.0 -0.002
H -4.462462 -2.757851 -2.715071 0.0 0.0 -0.1 0.001
H -1.902763 -3.172251 -3.187371 -0.1 0.2 0.1 0.000
H -0.862363 -0.422851 -3.022971 0.2 -0.3 -0.2 0.004
H -0.248363 -1.728351 -4.090871 0.0 0.1 0.2 0.002
H 1.574838 -2.994851 -3.444871 0.0 0.0 0.0 -0.001
H 3.368638 -3.523951 -1.779771 0.1 -0.1 0.0 0.012
H 3.119338 -2.592851 0.535129 0.0 0.0 0.2 -0.009
H 1.132337 -1.215451 1.089729 0.1 -0.2 0.1 0.037
S -3.106862 1.922749 -2.096671 -0.7 0.6 -0.2 0.008
C -1.476362 2.121649 -2.239071 -0.2 0.5 -0.7 0.021
N -0.531762 1.358449 -1.713971 -0.1 0.0 0.0 -0.055
C 0.736137 1.747649 -2.066871 0.8 0.4 -0.5 0.027
C 1.930838 1.154449 -1.661571 -0.2 0.0 0.0 -0.010
C 3.133138 1.661149 -2.113571 0.1 -0.1 -0.1 0.005
C 3.176738 2.744949 -2.981171 0.2 0.0 0.0 0.002
C 2.006238 3.352949 -3.398471 0.0 0.0 0.0 0.001
C 0.802137 2.856549 -2.936271 -0.2 0.0 0.1 -0.001
S -0.802762 3.434549 -3.276871 0.0 -0.6 0.4 -0.001
H 1.911238 0.338949 -0.959671 0.1 0.2 0.0 -0.007
H 4.055338 1.210949 -1.770071 0.1 -0.1 0.0 0.001
H 4.130138 3.116249 -3.328771 0.1 0.1 0.0 0.000
H 2.028138 4.202849 -4.063871 0.0 0.1 -0.1 0.000
C 3.377038 -2.888051 3.175229 0.3 -0.3 0.0 -0.001
O 2.312538 -1.970551 3.181529 0.2 0.3 -0.1 0.000
C 1.064038 -2.460551 3.404829 -0.5 0.4 0.2 0.001
S 0.813638 -4.103151 3.480929 -0.1 -0.9 -0.1 0.007
S -0.119862 -1.291851 3.560929 0.1 0.3 0.1 0.001
H 4.267937 -2.321551 2.913529 0.1 0.1 0.0 0.000
H 3.196838 -3.687951 2.450729 0.1 0.0 0.1 0.000
H 3.496238 -3.341451 4.162929 0.0 -0.1 -0.1 0.000
```
Positions in Å, forces in eV/Å.

***

3.
Computed, not measured: a single C6H12O molecule in a non-equilibrium geometry, with ωB97M-V with the def2-TZVPD basis set.

Orbital gap, eV: 10.300
E_HOMO, eV: -9.252
Total charge: 0
LUMO energy, eV: 1.048
SMILES string: CCO[C@H]1C[C@H]1C

```
19
Properties=species:S:1:pos:R:3:forces:R:3:lowdin_charge:R:1
C -1.989496 -0.910576 -0.594607 -0.4 -1.3 -1.1 -0.085
C -0.740758 -0.985562 -1.437259 3.2 1.6 0.4 -0.187
O 0.702066 -0.411019 -1.185608 -2.4 -0.1 0.6 -0.132
C 0.859299 0.824551 -0.600267 -1.2 0.9 0.6 -0.292
C 0.051691 1.588003 0.572076 0.3 0.1 -0.3 -0.062
C 1.384473 0.936136 0.784073 0.4 0.0 0.2 -0.332
C 1.296377 -0.354699 1.569422 0.0 -0.1 0.1 -0.064
H -2.696819 -0.066646 -0.653969 0.8 -0.2 -0.1 0.078
H -1.986262 -1.350224 0.415262 0.2 0.1 -0.5 0.075
H -2.288972 -1.707214 -1.377636 -1.5 0.7 1.8 0.106
H -1.002961 -0.609599 -2.426985 0.2 -0.4 -0.1 0.114
H -0.365567 -1.992045 -1.372360 -0.4 -0.5 -0.7 0.107
H 1.127457 1.615626 -1.308931 0.1 -0.3 0.1 0.136
H -0.716859 1.392960 1.340237 0.1 -0.6 -1.0 0.103
H 0.053495 2.642189 0.306634 0.1 -0.1 0.2 0.080
H 2.259708 1.541589 0.992764 0.1 0.0 -0.1 0.128
H 2.102832 -1.040284 1.293770 -0.1 0.1 0.1 0.082
H 1.340167 -0.155047 2.644455 0.1 0.0 -0.1 0.079
H 0.349288 -0.868639 1.363289 0.2 0.1 0.0 0.068
```
Positions in Å, forces in eV/Å.

***

4.
Computed, not measured: C13H21AsClSe3SmTe as an isolated structure in a non-equilibrium geometry, with ωB97M-V with the def2-TZVPD basis set.

Orbital gap (alpha / beta), eV: 6.670 / 7.123
E_HOMO (alpha / beta), eV: -7.486 / -7.420
2S+1: 6
Total charge: 0
LUMO energy (alpha / beta), eV: -0.816 / -0.297
Expectation value of S²: 8.815

```
41
Properties=species:S:1:pos:R:3:forces:R:3:mulliken_spin:R:1
Sm 10.159408 6.989929 10.297362 -0.3 0.2 -0.4 5.198
Se 11.222137 4.679777 9.068806 0.5 0.4 -1.2 -0.036
Se 10.267331 4.089657 11.030075 -1.0 -1.0 0.5 -0.019
Te 11.430684 5.515180 12.690460 1.0 0.1 0.8 -0.010
Se 9.634607 7.154643 13.075113 -0.5 0.4 0.2 -0.027
C 6.613109 4.876120 7.760532 0.3 0.5 -0.2 0.001
C 5.881656 6.175960 8.256384 0.5 -0.8 -0.2 -0.001
As 6.689714 6.908226 9.932474 0.1 -1.2 -0.1 -0.003
C 5.670061 8.547637 10.024281 -0.6 -0.2 -0.9 0.000
C 4.240484 8.394018 9.567871 -0.7 0.7 -1.2 0.000
C 5.680911 5.810432 11.300552 -1.6 1.3 -0.5 -0.001
C 6.357792 4.488846 11.642610 0.6 0.4 -0.7 0.001
H 6.251286 4.465835 6.757685 0.4 0.7 1.4 0.000
H 6.541320 4.109328 8.531900 -0.4 -0.2 -0.2 0.000
H 7.716189 5.049601 7.719411 -0.7 0.0 -0.4 0.000
H 4.826067 5.968646 8.496642 0.4 0.1 -0.2 0.000
H 5.925882 6.975857 7.502201 0.0 -0.3 0.2 0.000
H 6.148513 9.328505 9.451564 0.4 0.3 0.1 0.000
H 5.585113 8.798643 11.049293 0.5 0.6 1.1 0.000
H 4.095962 8.161131 8.499738 0.4 -0.4 0.4 0.000
H 3.711428 9.366440 9.605095 0.1 -0.5 0.7 0.000
H 3.789741 7.614677 10.167267 -0.7 0.1 0.0 0.000
H 4.593156 5.753894 10.962468 1.4 -0.4 0.1 0.000
H 5.567488 6.497690 12.178908 0.6 -0.7 -0.4 0.000
H 6.485725 3.776359 10.776993 -0.3 0.8 0.9 0.000
H 5.866027 4.013389 12.471186 -0.4 -0.4 0.2 0.000
H 7.344549 4.787174 12.004417 0.2 -0.4 -0.1 0.000
Cl 9.053680 7.065192 4.927967 0.2 0.0 -0.1 -0.001
C 9.843167 7.798445 6.282555 0.5 0.6 0.3 -0.006
C 9.150836 8.662077 7.086123 -2.4 -0.5 -0.7 0.000
C 9.636295 9.149763 8.295955 -1.5 0.4 -0.6 0.000
C 10.922790 8.893182 8.685943 1.9 -0.2 0.3 0.002
C 11.427246 9.184103 10.004908 -0.3 -1.5 -1.4 -0.096
C 11.688897 8.058082 7.784848 -0.6 1.0 0.7 -0.009
C 11.181997 7.584496 6.609310 -0.1 -1.1 -0.6 -0.002
H 8.099814 8.811756 6.735722 0.9 0.3 0.7 0.000
H 9.004547 9.815928 8.869681 0.0 0.1 0.1 0.002
H 10.824778 9.800234 10.634922 0.1 0.7 0.4 0.004
H 12.501466 9.151925 10.030657 0.3 0.2 0.7 0.002
H 12.702911 7.886868 8.056156 0.7 -0.3 0.0 0.002
H 11.761838 6.946732 5.949649 0.2 0.1 0.2 0.001
```
Positions in Å, forces in eV/Å.

***

Calculated E_tot, -5109.326679, -4231.282167, -310.931046, -11334.207473 Ha (same order as the records).
Calculated M, 762.15, 711.72, 100.16, 802.53 g mol⁻¹ (same order as the records).